Computed, not measured: a structure of composition C37H80F3N3O6Sb, with wB97M-V/def2-TZVPD.

```
130
Properties=species:S:1:pos:R:3
C 0.895 0.906 3.006
C 1.329 2.459 3.437
C 1.160 3.501 2.159
C 0.689 5.011 2.609
C -0.898 5.313 2.305
C -1.933 4.197 2.933
C -3.030 3.787 1.761
C -2.678 2.340 1.022
C -3.016 2.478 -0.599
C -4.677 2.505 -0.772
C -5.103 0.991 -1.241
C -4.645 0.812 -2.836
C -5.182 -0.652 -3.405
C -4.336 -1.938 -2.840
C -2.775 -2.016 -3.335
C -2.533 -1.710 -4.927
Sb -0.836 -0.253 -5.222
C 0.459 -1.322 -3.774
C 0.699 -2.928 -4.142
C 1.886 -3.035 -5.295
C 1.402 -3.911 -6.612
C 0.821 1.166 -5.625
C 0.576 2.518 -4.719
O 1.532 3.604 -4.983
C 2.922 3.209 -4.690
C 3.199 2.827 -3.107
F 2.913 1.375 -2.875
F 4.606 3.198 -2.751
F 2.266 3.673 -2.273
O -1.933 0.707 -6.712
C -2.902 1.659 -6.077
N -3.718 2.568 -5.614
H 0.538 0.855 1.892
H 0.006 0.491 3.685
H 1.811 0.185 3.112
H 0.630 2.763 4.340
H 2.427 2.472 3.844
H 2.214 3.609 1.649
H 0.408 3.093 1.359
H 1.323 5.785 1.984
H 0.930 5.176 3.760
H -1.098 5.522 1.157
H -1.152 6.342 2.854
H -1.404 3.241 3.372
H -2.529 4.694 3.814
H -4.114 3.656 2.230
H -3.112 4.608 0.924
H -3.295 1.433 1.477
H -1.542 2.054 1.089
H -2.553 1.498 -1.097
H -2.554 3.443 -1.077
H -5.010 3.248 -1.617
H -5.216 2.858 0.225
H -4.567 0.201 -0.550
H -6.261 0.851 -1.093
H -3.503 0.997 -3.011
H -5.280 1.635 -3.421
H -5.317 -0.628 -4.578
H -6.287 -0.765 -2.968
H -4.941 -2.953 -3.012
H -4.301 -1.814 -1.653
H -2.426 -3.141 -3.154
H -2.099 -1.366 -2.611
H -3.469 -1.316 -5.508
H -2.170 -2.699 -5.489
H -0.193 -1.287 -6.475
H -1.465 0.822 -4.000
H 0.075 -1.217 -2.661
H 1.544 -0.831 -3.848
H -0.317 -3.359 -4.532
H 1.071 -3.507 -3.168
H 2.159 -1.957 -5.689
H 2.838 -3.459 -4.762
H 2.005 -4.922 -6.580
H 1.650 -3.307 -7.609
H 0.237 -4.043 -6.558
H 1.875 0.689 -5.377
H 0.877 1.487 -6.772
H 0.518 2.207 -3.568
H -0.529 2.887 -4.980
H 3.346 2.374 -5.426
H 3.589 4.172 -4.912
C -2.621 -9.844 -1.603
O -2.601 -9.174 -0.350
C -1.272 -8.917 0.120
C -1.017 -7.403 0.173
N -0.936 -6.838 -1.179
C -0.941 -5.371 -1.200
C -2.230 -4.668 -0.731
O -3.349 -4.885 -1.594
C -4.100 -6.054 -1.299
H -3.661 -10.073 -1.851
H -2.212 -9.205 -2.390
H -2.062 -10.782 -1.550
H -0.512 -9.430 -0.482
H -1.213 -9.319 1.137
H -0.078 -7.213 0.702
H -1.834 -6.946 0.740
H -1.729 -7.169 -1.725
H -0.754 -5.074 -2.239
H -0.093 -5.001 -0.611
H -2.038 -3.589 -0.762
H -2.483 -4.896 0.310
H -4.099 -6.295 -0.232
H -3.730 -6.901 -1.882
H -5.134 -5.876 -1.608
C 4.953 4.296 10.259
O 5.749 4.829 9.208
C 6.926 4.051 8.955
C 6.852 3.430 7.551
N 5.824 2.385 7.493
C 5.534 1.928 6.130
C 4.884 2.945 5.172
O 3.556 3.319 5.545
C 3.487 4.409 6.453
H 4.125 4.985 10.442
H 4.538 3.325 9.975
H 5.538 4.202 11.178
H 7.091 3.285 9.723
H 7.775 4.742 8.990
H 7.825 2.997 7.296
H 6.634 4.234 6.841
H 4.963 2.745 7.901
H 4.852 1.074 6.227
H 6.455 1.542 5.677
H 4.790 2.454 4.196
H 5.511 3.827 5.002
H 4.304 5.124 6.315
H 3.469 4.046 7.483
H 2.542 4.933 6.278
```

**Charge**: -1


Computed, not measured: a cluster of 4 separate species, C37H82O5P in total, with wB97M-V/def2-TZVPD.

```
125
Properties=species:S:1:pos:R:3
C 2.808 -0.909 0.418
C 3.702 -1.912 -0.342
C 4.206 -1.453 -1.732
C 3.630 -2.190 -2.966
C 2.558 -1.428 -3.782
C 1.161 -2.051 -3.707
C 0.601 -2.080 -2.282
C -0.329 -3.262 -1.996
C -1.008 -3.162 -0.611
C -2.546 -3.085 -0.648
C -3.156 -1.712 -0.277
C -4.204 -1.243 -1.312
P -3.390 -0.454 -2.708
C -4.124 -0.836 -4.304
C -3.509 -2.136 -4.843
C -2.185 -1.847 -5.507
O -1.723 -0.754 -5.568
O -1.613 -2.936 -6.047
C -3.268 1.329 -2.435
O -2.545 1.509 -1.240
C -2.320 2.909 -0.969
O -1.648 3.515 -2.002
C -0.250 3.747 -1.870
C 0.617 2.624 -2.501
O -0.143 1.651 -3.200
H 3.155 -0.751 1.441
H 2.796 0.063 -0.084
H 1.769 -1.247 0.481
H 3.178 -2.868 -0.450
H 4.570 -2.135 0.284
H 5.292 -1.562 -1.753
H 4.010 -0.381 -1.842
H 4.460 -2.418 -3.638
H 3.233 -3.162 -2.651
H 2.493 -0.393 -3.428
H 2.859 -1.373 -4.830
H 1.197 -3.077 -4.103
H 0.490 -1.473 -4.355
H 1.426 -2.121 -1.570
H 0.049 -1.150 -2.086
H 0.277 -4.172 -2.035
H -1.084 -3.339 -2.791
H -0.703 -4.016 -0.004
H -0.613 -2.281 -0.094
H -2.888 -3.361 -1.654
H -2.971 -3.832 0.026
H -2.364 -0.960 -0.205
H -3.639 -1.754 0.699
H -4.879 -0.488 -0.898
H -4.800 -2.092 -1.658
H -2.076 -0.927 -2.759
H -3.883 -0.008 -4.974
H -5.207 -0.915 -4.186
H -4.175 -2.627 -5.556
H -3.314 -2.878 -4.059
H -0.743 -3.109 -5.650
H -4.292 1.729 -2.371
H -2.765 1.776 -3.302
H -3.295 3.394 -0.857
H -1.771 2.926 -0.024
H 0.011 3.893 -0.817
H -0.066 4.690 -2.386
H 1.228 2.140 -1.732
H 1.300 3.064 -3.228
H -0.515 1.059 -2.533
C -1.447 7.217 -2.366
C -0.043 7.680 -2.744
C 0.605 8.583 -1.696
C -0.141 9.892 -1.428
C -0.355 10.771 -2.659
C 0.943 11.232 -3.314
H -2.128 8.061 -2.255
H -1.864 6.556 -3.128
H -1.436 6.671 -1.418
H -0.078 8.191 -3.710
H 0.602 6.808 -2.893
H 1.630 8.803 -2.004
H 0.687 8.031 -0.754
H 0.420 10.460 -0.680
H -1.111 9.675 -0.972
H -0.935 11.648 -2.359
H -0.968 10.243 -3.395
H 1.556 11.795 -2.607
H 0.743 11.878 -4.169
H 1.537 10.390 -3.673
C -1.280 -2.984 2.950
C -2.177 -3.482 4.079
C -1.464 -4.487 4.981
C -1.029 -5.779 4.287
C -2.161 -6.568 3.630
C -3.229 -7.037 4.613
H -0.959 -3.797 2.297
H -1.791 -2.242 2.332
H -0.383 -2.513 3.359
H -3.095 -3.918 3.673
H -2.489 -2.627 4.684
H -2.103 -4.722 5.835
H -0.575 -3.998 5.393
H -0.533 -6.416 5.025
H -0.269 -5.553 3.533
H -1.730 -7.438 3.128
H -2.628 -5.967 2.843
H -2.791 -7.670 5.388
H -4.001 -7.618 4.107
H -3.721 -6.198 5.107
C 2.868 -3.807 4.941
C 2.493 -2.689 5.908
C 2.439 -1.313 5.246
C 3.761 -0.838 4.639
C 4.931 -0.776 5.619
C 4.707 0.190 6.777
H 3.863 -3.661 4.519
H 2.863 -4.779 5.437
H 2.155 -3.849 4.113
H 3.195 -2.678 6.746
H 1.512 -2.902 6.342
H 2.086 -0.580 5.976
H 1.683 -1.334 4.452
H 3.607 0.158 4.209
H 4.033 -1.487 3.801
H 5.827 -0.476 5.069
H 5.141 -1.775 6.012
H 4.531 1.204 6.409
H 5.575 0.221 7.435
H 3.847 -0.098 7.384
```

**Charge**: +1


Computed, not measured: a cluster of 6 separate species, C37H84FN7O5 in total, with wB97M-V/def2-TZVPD.

```
134
Properties=species:S:1:pos:R:3
C 6.609 -1.559 -0.557
C 6.035 -2.986 -0.537
C 4.509 -3.012 -0.471
C 3.830 -2.299 -1.660
C 2.970 -3.228 -2.507
C 1.757 -3.845 -1.774
C 0.934 -2.919 -0.840
C 0.915 -3.580 0.475
N 0.899 -4.093 1.506
C -0.541 -2.559 -1.289
C -1.414 -3.691 -0.905
N -2.128 -4.536 -0.581
C -0.772 -2.471 -2.826
C 0.259 -1.732 -3.677
F 1.109 -0.939 -2.916
C -1.186 -1.331 -0.536
C -0.850 -1.289 0.959
C -1.079 0.064 -1.207
C -0.216 1.145 -0.531
C 1.289 0.911 -0.465
H 5.886 -0.815 -0.223
H 7.499 -1.486 0.065
H 6.912 -1.272 -1.565
H 6.365 -3.519 -1.430
H 6.404 -3.467 0.361
H 4.162 -4.043 -0.384
H 4.216 -2.510 0.457
H 4.613 -1.902 -2.313
H 3.273 -1.424 -1.327
H 3.603 -4.077 -2.788
H 2.694 -2.756 -3.445
H 2.163 -4.652 -1.168
H 1.115 -4.341 -2.502
H 1.456 -1.985 -0.644
H -0.866 -3.482 -3.222
H -1.743 -2.006 -2.977
H -0.248 -1.090 -4.401
H 0.868 -2.432 -4.249
H -2.250 -1.569 -0.545
H -1.241 -2.189 1.441
H -1.354 -0.445 1.425
H 0.213 -1.257 1.177
H -2.094 0.470 -1.207
H -0.798 0.027 -2.255
H -0.357 2.041 -1.146
H -0.625 1.421 0.437
H 1.740 0.992 -1.451
H 1.742 1.700 0.142
H 1.568 -0.031 0.001
C -2.376 2.437 3.009
O -1.680 3.021 1.922
C -2.367 4.059 1.249
C -2.281 5.433 1.924
C -3.161 5.579 3.161
N -0.904 5.802 2.273
H -3.453 2.399 2.819
H -2.188 2.968 3.944
H -2.004 1.418 3.123
H -1.884 4.131 0.270
H -3.412 3.769 1.074
H -2.636 6.158 1.184
H -2.722 5.089 4.029
H -3.279 6.633 3.413
H -4.155 5.159 2.993
H -0.340 5.822 1.427
H -0.507 5.042 2.820
C 7.983 -5.167 1.898
O 7.740 -3.863 2.397
C 7.363 -3.809 3.761
C 8.524 -3.898 4.760
C 9.102 -5.300 4.926
N 9.611 -2.967 4.444
H 7.322 -5.908 2.355
H 9.026 -5.455 2.051
H 7.797 -5.149 0.824
H 6.886 -2.833 3.885
H 6.601 -4.571 3.971
H 8.112 -3.600 5.728
H 9.757 -5.568 4.097
H 9.699 -5.351 5.836
H 8.312 -6.050 4.998
H 9.259 -2.015 4.463
H 9.886 -3.122 3.478
C -6.299 -4.218 3.690
O -5.195 -4.437 2.835
C -5.456 -5.227 1.690
C -6.065 -4.462 0.509
C -7.538 -4.104 0.684
N -5.305 -3.250 0.190
H -6.951 -5.095 3.731
H -6.884 -3.346 3.386
H -5.905 -4.030 4.688
H -4.483 -5.612 1.377
H -6.080 -6.089 1.964
H -5.991 -5.127 -0.356
H -7.669 -3.251 1.350
H -7.974 -3.831 -0.277
H -8.106 -4.945 1.086
H -4.354 -3.523 -0.044
H -5.210 -2.715 1.050
C -0.708 11.449 -0.905
O -1.161 10.158 -0.545
C -0.174 9.146 -0.547
C 0.685 9.072 0.722
C 1.740 10.170 0.824
N -0.117 9.059 1.947
H 0.067 11.399 -1.675
H -0.328 12.001 -0.043
H -1.563 11.994 -1.306
H -0.730 8.208 -0.635
H 0.455 9.236 -1.444
H 1.215 8.115 0.672
H 1.304 11.118 1.137
H 2.488 9.899 1.568
H 2.251 10.322 -0.130
H -0.731 8.247 1.931
H -0.740 9.861 1.914
C -5.046 -1.472 -3.021
O -3.840 -1.180 -3.716
C -3.928 -1.210 -5.126
C -4.495 0.064 -5.764
C -6.006 0.216 -5.618
N -3.842 1.278 -5.267
H -5.637 -2.220 -3.556
H -5.646 -0.573 -2.865
H -4.784 -1.876 -2.045
H -2.898 -1.331 -5.477
H -4.487 -2.098 -5.450
H -4.277 -0.009 -6.834
H -6.282 0.553 -4.620
H -6.375 0.961 -6.323
H -6.521 -0.725 -5.819
H -2.849 1.244 -5.482
H -3.889 1.266 -4.252
```

**Charge**: 0
**Structure (SMILES)**: CCCCCC[C@H](C#N)[C@](C#N)(CCF)[C@@H](C)CCC.COC[C@@H](C)N.COC[C@@H](C)N.COC[C@@H](C)N.COC[C@@H](C)N.COC[C@@H](C)N


Number 1: highest occupied orbital energy -4.6 eV, electronic energy -2612.66231 Eh. Number 2: highest occupied orbital energy -12.4 eV, electronic energy -2176.26575 Eh. Number 3: highest occupied orbital energy -9.0 eV, electronic energy -2319.38176 Eh.